[1]
The following is a quantum chemistry calculation of a structure of composition C28H50Cl3N6O6PSeSr in a non-equilibrium geometry, from the OMol25 dataset.

- relative energy (zero: lowest compared OMol25 entry of this formula, charge and spin) (kJ/mol) = 100.5

Geometry as XYZ:
```
96
Properties=species:S:1:pos:R:3:forces:R:3
Sr 0.094 0.123 0.270 0.25 -0.30 -0.01
C -0.952 -1.756 3.569 -0.80 1.44 0.49
C -0.685 -0.229 3.599 0.44 0.45 -0.86
N -1.389 0.451 2.468 0.50 -0.94 0.74
C -2.795 0.666 2.776 -0.82 1.23 -0.13
C -3.618 0.710 1.458 -0.70 -1.72 1.70
N -3.423 -0.535 0.754 -3.03 -0.05 -0.62
C -4.075 -0.634 -0.575 0.77 0.00 0.54
C -3.641 -1.917 -1.264 1.40 -0.17 1.46
C -2.344 -1.821 -2.060 0.43 0.73 0.46
N -1.092 -1.950 -1.216 -0.43 0.91 -1.50
C -0.920 -3.281 -0.693 1.83 -0.79 1.13
C -0.891 -3.334 0.846 -0.33 -1.05 0.11
N 0.164 -2.526 1.420 -0.67 1.19 1.00
C 0.157 -2.515 2.921 1.69 -0.08 -0.45
H -1.930 -1.901 3.098 0.11 -0.12 -0.23
H -1.120 -2.148 4.586 0.40 0.23 -0.21
H 0.403 0.017 3.552 -0.78 -0.44 -0.26
H -0.985 0.225 4.525 -0.43 0.11 0.74
H -1.058 1.388 2.240 0.42 -0.14 0.37
H -2.889 1.659 3.293 -0.14 -0.65 -0.34
H -3.181 -0.071 3.521 0.22 0.20 -0.93
H -3.385 1.497 0.801 0.53 1.65 -0.37
H -4.680 0.777 1.751 0.22 0.12 -0.20
H -2.504 -0.840 0.775 1.91 -0.55 -0.24
H -3.809 0.238 -1.222 -0.31 -0.33 0.31
H -5.173 -0.701 -0.499 0.37 0.45 0.44
H -4.452 -2.282 -1.823 -0.87 -0.40 -1.30
H -3.494 -2.702 -0.500 -0.20 0.27 -0.01
H -2.279 -0.761 -2.413 -0.04 -1.09 -0.62
H -2.367 -2.631 -2.822 0.27 0.82 -0.02
H -0.307 -1.680 -1.866 -0.82 -0.66 0.80
H 0.065 -3.720 -1.009 -0.67 0.36 -0.06
H -1.681 -3.986 -0.996 -0.36 -0.10 -0.43
H -0.779 -4.422 1.154 -0.19 0.89 -0.28
H -1.867 -2.989 1.249 0.52 -0.12 -0.21
H 1.087 -2.725 1.065 0.16 -0.47 0.10
H 1.135 -1.991 3.231 -1.32 -1.40 -0.36
H 0.068 -3.541 3.327 0.64 0.11 -0.36
Cl 4.375 1.912 2.631 0.27 -0.19 -0.24
C 3.557 0.539 3.449 2.03 0.54 0.57
Cl 4.818 -0.389 4.312 -0.25 0.12 0.13
Cl 2.503 1.316 4.605 -0.77 -0.40 0.29
C 2.939 -0.329 2.357 -0.86 -0.13 -1.55
O 2.184 0.354 1.602 -0.21 -0.78 0.34
O 3.261 -1.523 2.229 -0.31 0.85 0.20
C -1.109 3.880 -3.624 -0.28 1.28 1.19
C -2.325 3.887 -2.623 0.72 1.42 -0.86
C -3.324 2.791 -2.889 -0.48 0.65 -0.66
C -2.924 5.303 -2.681 0.34 -1.00 -0.36
O -1.974 3.710 -1.223 -0.14 0.62 -0.18
P -0.785 2.841 -0.698 1.56 -0.14 0.16
O -1.038 2.423 0.720 0.02 0.35 0.35
O -0.566 1.614 -1.553 0.18 0.18 -0.43
O 0.538 3.760 -0.795 -0.29 0.01 -0.22
C 1.073 4.812 0.162 -2.27 -2.21 -0.22
C 1.609 5.900 -0.704 1.14 -1.85 -1.06
C 2.034 4.061 1.036 1.52 0.48 -0.46
C -0.099 5.276 1.023 1.19 0.00 0.15
H -1.534 3.916 -4.625 0.11 -0.55 -0.13
H -0.458 3.048 -3.388 0.08 -0.27 -0.59
H -0.516 4.843 -3.552 -0.59 -1.11 0.27
H -3.851 2.932 -3.858 0.52 -0.25 0.46
H -4.079 2.826 -2.101 0.06 -0.21 -0.02
H -2.741 1.887 -2.849 -0.22 -0.72 -0.12
H -3.498 5.437 -3.604 -0.09 0.06 0.32
H -2.135 6.034 -2.641 0.36 0.31 -0.08
H -3.480 5.411 -1.782 -1.07 0.33 0.51
H 2.153 5.479 -1.599 -0.68 0.55 0.93
H 2.261 6.501 -0.148 1.33 0.85 0.90
H 0.824 6.535 -0.956 -1.44 0.98 -1.07
H 2.645 3.377 0.429 -0.34 -0.05 0.25
H 1.513 3.550 1.831 0.02 -0.38 0.11
H 2.765 4.759 1.466 -0.25 -0.06 0.21
H -0.865 5.746 0.439 -0.58 0.05 -0.28
H 0.381 6.031 1.615 -0.15 0.65 0.80
H -0.452 4.465 1.669 -0.12 0.37 -0.33
C 2.844 -3.764 -3.743 1.14 -1.07 0.23
N 3.209 -3.585 -2.339 -0.41 0.97 0.95
C 3.023 -2.372 -1.678 -0.33 -2.18 -0.79
Se 2.235 -0.905 -2.408 -0.26 0.73 0.07
N 3.327 -2.586 -0.397 -0.19 1.18 0.95
C 3.684 -3.892 -0.151 0.45 -1.64 0.58
C 4.086 -4.616 1.020 0.15 0.44 -0.39
C 4.431 -5.958 0.862 -0.60 0.64 0.02
C 4.190 -6.642 -0.333 0.91 -1.03 0.21
C 3.836 -5.953 -1.461 -1.26 0.57 -1.40
C 3.597 -4.562 -1.387 0.08 0.15 0.25
H 2.877 -2.808 -4.268 0.17 -0.17 0.22
H 1.848 -4.200 -3.878 0.16 0.02 0.22
H 3.630 -4.462 -4.106 -0.72 0.44 -0.37
H 3.158 -1.851 0.309 0.48 -0.60 0.05
H 4.160 -4.197 2.038 -0.03 0.23 -0.94
H 4.861 -6.479 1.701 -0.19 -0.15 0.22
H 4.351 -7.750 -0.378 -0.16 1.26 -0.02
H 3.563 -6.494 -2.377 0.42 0.27 0.31
```
Forces are in eV/Å.

[2]
The following is a quantum chemistry calculation of a structure of composition C28H51AlN5SeSi5Te in a non-equilibrium geometry, from the OMol25 dataset.

- relative energy (zero: lowest compared OMol25 entry of this formula, charge and spin) (kJ/mol) = 32.1
- charge = +1

Geometry as XYZ:
```
92
Properties=species:S:1:pos:R:3:forces:R:3
Al -0.806 -1.000 1.983 -0.34 0.22 0.93
C -2.194 -0.576 4.801 0.03 0.10 -0.03
N -1.358 -1.644 4.247 0.08 -0.16 0.20
C -0.200 -2.052 5.032 0.09 0.12 -0.06
C 1.020 -1.534 4.346 0.06 0.00 0.08
N 0.985 -0.976 3.159 -0.45 -0.20 -0.47
C 2.314 -0.660 2.843 0.32 -0.05 0.17
C 2.888 -0.051 1.731 -0.04 0.04 -0.04
C 4.260 0.111 1.730 0.06 0.00 0.05
C 5.058 -0.297 2.804 -0.01 -0.06 0.17
C 4.505 -0.886 3.923 0.04 -0.04 0.05
C 3.130 -1.060 3.911 -0.15 0.13 -0.26
N 2.264 -1.604 4.848 -0.08 -0.03 0.02
C -2.050 0.668 3.983 0.06 -0.12 0.01
N -1.448 0.680 2.816 0.11 -0.16 -0.45
C -1.644 1.950 2.275 -0.14 0.30 0.15
C -1.272 2.481 1.048 0.08 -0.09 0.01
C -1.643 3.785 0.787 0.07 -0.03 -0.01
C -2.354 4.547 1.722 0.00 0.01 0.06
C -2.727 4.029 2.947 -0.05 0.06 0.06
C -2.368 2.713 3.196 0.18 -0.13 -0.23
N -2.595 1.861 4.272 -0.07 0.01 0.06
H -3.241 -0.882 4.741 0.03 -0.01 -0.01
H -1.961 -0.375 5.850 0.02 -0.01 0.00
H -1.954 -2.443 4.047 -0.01 0.06 -0.01
H -0.237 -1.682 6.060 -0.01 -0.01 0.02
H -0.147 -3.142 5.083 -0.04 0.01 -0.02
H 2.279 0.267 0.896 0.02 0.01 -0.03
H 4.737 0.560 0.871 0.02 -0.16 0.39
H 6.127 -0.142 2.763 0.00 0.00 -0.03
H 5.110 -1.202 4.762 0.01 0.01 -0.01
H 2.522 -2.015 5.729 -0.01 0.00 0.03
H -0.726 1.877 0.333 -0.01 0.04 0.01
H -1.382 4.228 -0.163 0.01 0.01 0.04
H -2.619 5.567 1.477 0.00 0.00 0.01
H -3.276 4.621 3.667 -0.01 -0.01 -0.01
H -3.131 2.080 5.095 0.01 -0.04 0.03
C -1.714 -0.991 -3.821 0.23 0.06 0.15
Si 0.162 -1.088 -4.008 -0.34 -0.29 -0.37
C 0.673 -2.908 -4.019 0.08 0.22 0.18
C 0.618 -0.316 -5.671 0.13 0.06 0.22
Si 1.205 -0.009 -2.176 -0.11 -0.16 0.41
Te 0.077 -1.497 -0.340 -0.02 0.19 -0.54
Si 0.858 2.319 -2.293 0.03 0.52 -0.11
C 1.684 3.343 -0.924 -0.06 -0.30 0.00
C 1.720 2.826 -3.898 -0.07 -0.18 0.07
C -0.976 2.772 -2.429 0.13 -0.24 0.02
Si 3.527 -0.409 -2.206 0.54 -0.05 -0.11
C 4.068 -0.432 -4.017 -0.14 -0.01 0.12
C 4.480 1.012 -1.381 -0.30 0.07 -0.16
C 4.038 -2.041 -1.406 -0.28 0.15 -0.03
H -2.219 -1.547 -4.614 0.07 -0.02 -0.05
H -2.070 0.042 -3.857 0.01 0.00 0.00
H -2.022 -1.418 -2.865 0.07 0.02 -0.09
H 0.145 -3.457 -4.801 -0.04 0.06 -0.04
H 0.437 -3.381 -3.062 0.00 -0.01 -0.01
H 1.745 -3.026 -4.194 -0.01 0.01 0.00
H 0.212 -0.921 -6.485 -0.04 -0.07 0.05
H 1.698 -0.250 -5.816 -0.02 0.01 -0.01
H 0.202 0.688 -5.773 -0.02 -0.01 0.00
H 2.763 3.380 -1.084 -0.02 -0.04 -0.02
H 1.520 2.942 0.078 -0.03 0.01 0.05
H 1.322 4.373 -0.931 -0.08 -0.01 -0.06
H 2.797 2.655 -3.835 -0.01 0.00 0.01
H 1.569 3.887 -4.110 -0.04 0.03 0.08
H 1.343 2.261 -4.751 0.03 0.02 0.00
H -1.570 2.336 -1.624 -0.02 0.00 -0.13
H -1.384 2.405 -3.374 0.02 -0.03 0.01
H -1.122 3.854 -2.412 0.08 0.02 -0.03
H 3.791 0.493 -4.530 -0.01 -0.01 0.00
H 3.613 -1.264 -4.560 0.01 0.01 0.00
H 5.152 -0.538 -4.093 0.01 -0.01 0.05
H 4.521 1.882 -2.041 -0.03 -0.02 -0.05
H 5.511 0.716 -1.173 0.01 -0.04 -0.03
H 4.021 1.339 -0.445 -0.04 0.13 -0.39
H 3.627 -2.889 -1.957 -0.03 0.01 0.01
H 3.684 -2.112 -0.376 -0.01 -0.01 0.00
H 5.126 -2.140 -1.401 0.02 0.07 -0.04
C -5.722 -3.713 0.857 0.23 0.21 -0.03
Si -4.725 -2.181 0.423 0.23 0.13 -0.02
C -5.701 -0.620 0.818 0.09 -0.24 -0.15
C -4.116 -2.226 -1.351 -0.18 0.02 0.33
Se -2.950 -2.234 1.930 0.04 -0.14 -0.17
H -6.628 -3.757 0.247 0.00 0.02 -0.01
H -6.015 -3.710 1.907 -0.01 0.02 0.00
H -5.139 -4.616 0.672 0.00 0.00 -0.01
H -6.641 -0.613 0.260 0.00 0.03 -0.01
H -5.141 0.279 0.555 0.03 -0.01 -0.01
H -5.941 -0.577 1.882 0.00 -0.03 0.00
H -4.950 -2.414 -2.031 -0.01 0.02 -0.01
H -3.385 -3.026 -1.476 0.02 0.01 -0.01
H -3.648 -1.283 -1.633 -0.04 -0.03 0.07
```
Forces are in eV/Å.

[3]
The following is a quantum chemistry calculation of a cluster of 24 separate species, C28H51BrCl46O4S in total in a non-equilibrium geometry, from the OMol25 dataset.

Geometry as XYZ:
```
131
Properties=species:S:1:pos:R:3:forces:R:3
O -2.315 -2.761 -1.240 -0.98 0.27 1.43
C -1.532 -2.850 -2.092 1.39 0.37 -1.42
Br -1.989 -4.033 -3.622 0.34 0.34 0.08
C -0.178 -2.106 -2.180 0.74 -0.53 -0.64
C 0.804 -2.347 -0.968 -0.97 0.14 -0.43
O 0.687 -1.223 -0.059 -1.12 -0.85 0.45
C -0.340 -1.588 0.803 0.77 -1.54 -0.67
O -1.066 -0.849 1.328 -1.05 1.77 1.14
O -0.462 -2.970 0.976 0.46 1.13 -1.79
C 0.531 -3.461 0.062 3.31 -0.48 0.60
S 0.394 -5.168 -0.586 -1.04 -0.08 0.17
H 0.372 -2.414 -3.102 -0.66 0.07 0.66
H -0.317 -0.999 -2.271 -0.31 -0.90 0.20
H 1.810 -2.401 -1.440 -0.50 0.07 0.96
H 1.458 -3.402 0.707 -1.28 -0.54 -1.12
H 1.684 -5.585 -0.775 -0.44 0.93 0.48
C -3.047 1.524 -0.186 -0.03 -0.11 0.27
Cl -2.803 1.285 -1.921 -0.02 -0.12 -0.04
Cl -3.597 3.167 0.171 0.01 0.01 0.03
H -3.798 0.820 0.159 -0.03 0.08 -0.08
H -2.110 1.346 0.330 0.03 0.04 -0.09
C -7.124 -0.228 0.323 0.07 -0.05 -0.11
Cl -5.767 -1.191 -0.280 0.00 -0.04 -0.09
Cl -6.555 1.153 1.274 -0.04 0.07 0.00
H -7.698 0.139 -0.521 0.11 0.03 0.02
H -7.746 -0.853 0.947 0.20 0.01 0.07
C -0.683 3.044 -4.854 0.16 0.07 0.32
Cl -1.081 2.631 -6.527 -0.14 0.20 0.03
Cl -0.084 1.636 -3.967 0.12 -0.01 -0.04
H 0.096 3.819 -4.853 -0.56 -1.10 0.25
H -1.577 3.417 -4.363 -0.02 -0.16 -0.05
C 4.584 -2.095 1.056 0.27 0.26 0.03
Cl 3.556 -3.520 0.834 0.93 -0.15 0.15
Cl 3.866 -0.665 0.313 -0.01 -0.19 -0.28
H 4.709 -1.916 2.118 -0.17 -0.04 -0.05
H 5.550 -2.283 0.597 -0.12 -0.05 -0.09
C -5.684 0.401 -4.142 0.05 0.09 0.13
Cl -7.177 -0.523 -4.353 -0.05 0.02 0.09
Cl -4.418 -0.154 -5.245 0.07 0.07 0.07
H -5.887 1.448 -4.339 -0.02 -0.09 -0.10
H -5.336 0.277 -3.120 0.00 -0.12 -0.08
C 0.912 0.306 -8.202 -0.05 0.07 0.01
Cl 0.524 -0.100 -9.879 -0.01 0.07 -0.03
Cl 1.470 -1.114 -7.309 0.05 -0.01 0.11
H 1.693 1.059 -8.195 0.03 -0.12 -0.04
H 0.023 0.691 -7.717 0.06 -0.18 -0.07
C 1.626 6.946 -5.545 -0.11 -0.04 -0.16
Cl 0.616 5.507 -5.784 0.41 0.95 -0.48
Cl 0.875 8.382 -6.252 -0.06 -0.05 -0.05
H 1.759 7.106 -4.484 -0.23 -0.14 -0.04
H 2.588 6.783 -6.018 -0.12 -0.07 -0.05
C 4.979 8.883 -5.503 -0.04 0.10 -0.21
Cl 5.363 7.326 -6.251 0.06 0.01 -0.06
Cl 3.632 8.737 -4.374 0.40 0.51 0.33
H 5.844 9.236 -4.967 0.15 -0.06 0.15
H 4.711 9.591 -6.280 -0.08 -0.11 -0.01
C 4.177 -5.133 4.187 -0.18 -0.21 0.06
Cl 4.777 -3.471 4.243 -0.03 0.11 0.06
Cl 5.362 -6.265 4.847 -0.01 -0.18 -0.19
H 3.264 -5.197 4.772 0.20 0.04 0.04
H 3.973 -5.399 3.155 0.11 0.07 0.02
C 1.950 -5.868 -4.487 -0.08 -0.09 -0.20
Cl 0.526 -6.741 -3.915 0.04 -0.03 0.13
Cl 2.604 -4.808 -3.228 0.29 0.13 -0.19
H 2.712 -6.586 -4.772 -0.01 0.03 0.14
H 1.671 -5.264 -5.345 -0.06 0.03 0.13
C -8.105 2.501 4.588 0.11 -0.11 0.03
Cl -9.810 2.324 4.154 0.01 -0.10 -0.04
Cl -7.740 4.150 5.103 0.06 0.08 -0.13
H -7.878 1.820 5.402 -0.10 0.11 0.04
H -7.496 2.260 3.723 -0.10 0.10 -0.01
C 5.370 -5.668 8.796 0.20 0.03 0.03
Cl 5.257 -4.332 7.647 0.03 0.14 0.19
Cl 3.924 -6.685 8.744 -0.05 -0.07 0.04
H 6.235 -6.275 8.546 -0.12 -0.02 -0.09
H 5.480 -5.264 9.797 -0.13 0.01 -0.06
C 3.388 2.706 1.955 -0.12 -0.13 -0.04
Cl 3.981 4.368 2.030 0.05 0.04 -0.08
Cl 4.575 1.571 2.608 0.04 0.14 0.27
H 2.475 2.633 2.537 0.11 0.05 0.07
H 3.188 2.449 0.919 0.13 0.03 0.03
C -0.725 -5.192 3.972 -0.19 0.00 -0.08
Cl 0.709 -4.390 4.622 -0.06 0.21 0.07
Cl -0.282 -6.660 3.097 -0.09 -0.05 -0.02
H -1.385 -5.453 4.793 0.15 -0.06 0.02
H -1.232 -4.513 3.292 0.18 -0.01 -0.05
C -10.778 -1.628 0.401 -0.19 -0.01 -0.02
Cl -9.434 -2.602 -0.210 -0.07 -0.10 -0.05
Cl -10.202 -0.251 1.352 -0.31 0.03 0.07
H -11.352 -1.257 -0.441 0.14 0.03 0.00
H -11.405 -2.251 1.030 0.14 0.02 0.04
C -7.630 4.557 9.109 0.03 0.13 -0.06
Cl -7.191 3.030 8.337 0.11 -0.06 0.10
Cl -8.995 4.353 10.212 0.01 0.09 0.01
H -6.776 4.924 9.670 -0.05 -0.13 0.03
H -7.903 5.273 8.340 -0.08 -0.13 -0.01
C 7.515 8.390 -1.905 0.04 -0.20 0.29
Cl 7.528 9.815 -2.957 -0.20 -0.34 0.65
Cl 6.039 7.413 -2.049 0.26 0.21 -0.05
H 8.367 7.768 -2.160 -0.10 0.03 -0.11
H 7.599 8.726 -0.877 -0.09 0.04 -0.08
C 4.801 -10.329 9.340 -0.16 0.04 -0.03
Cl 6.236 -9.526 9.990 -0.02 0.09 0.04
Cl 5.229 -11.801 8.461 -0.08 -0.01 -0.01
H 4.143 -10.589 10.163 0.13 -0.05 0.01
H 4.296 -9.649 8.663 0.14 -0.01 -0.02
C 8.463 11.394 -7.164 0.07 0.19 -0.04
Cl 8.128 10.946 -5.485 0.26 0.20 -0.63
Cl 7.261 10.712 -8.266 0.02 0.02 -0.03
H 8.445 12.476 -7.250 -0.11 -0.07 0.02
H 9.444 11.018 -7.438 -0.10 -0.10 0.05
C -0.424 -6.569 -7.761 -0.12 0.00 -0.02
Cl 0.168 -4.906 -7.673 -0.11 0.09 -0.05
Cl 0.769 -7.701 -7.117 0.00 -0.21 -0.25
H -1.337 -6.650 -7.179 0.13 0.05 0.09
H -0.624 -6.817 -8.798 0.14 0.04 0.03
C 1.139 5.160 4.900 0.02 0.16 -0.02
Cl 0.749 4.768 3.225 -0.22 0.13 0.01
Cl 1.690 3.725 5.775 -0.06 0.07 0.05
H 1.928 5.905 4.913 0.05 -0.14 -0.06
H 0.252 5.552 5.388 -0.01 -0.15 -0.04
C -8.716 -5.285 -3.075 0.12 0.03 0.06
Cl -9.672 -6.748 -3.340 0.06 -0.05 0.05
Cl -9.507 -3.864 -3.765 0.06 0.05 0.00
H -8.594 -5.135 -2.007 -0.13 0.00 -0.05
H -7.746 -5.409 -3.545 -0.11 0.00 -0.08
C 4.022 1.567 7.457 -0.11 0.01 -0.02
Cl 5.463 2.356 8.108 -0.06 0.07 0.04
Cl 4.441 0.118 6.537 -0.10 -0.03 -0.01
H 3.373 1.286 8.280 0.13 -0.06 0.00
H 3.508 2.263 6.801 0.23 -0.08 0.00
```
Forces are in eV/Å.

In order of appearance, HOMO-LUMO gap = 8.4; 7.3; 9.5 eV.